Record 1
ORCA calculation (ωB97M-V/def2-TZVPD) on a cluster of 2 separate species, C17H41IN6O2P2S in total at a distorted geometry.

CARTESIAN COORDINATES (ANGSTROEM)
C1 -3.0937 4.8338 2.9278
N1 -1.6936 5.2572 2.9796
C2 -0.7397 4.3622 2.3378
P1 -0.6425 4.5893 0.4321
C3 0.4902 3.0986 0.2921
C4 1.7880 3.2925 -0.5090
C5 2.7201 2.0708 -0.3259
C6 2.6267 1.0041 -1.4108
S1 1.0888 0.0351 -1.4457
C7 0.0129 0.9864 -2.4411
N2 0.3513 1.6135 -3.5207
N3 -0.7964 2.2558 -3.9632
C8 -1.7287 1.9576 -3.1346
O1 -1.2919 1.1474 -2.1348
C9 -0.7558 4.9001 -1.4636
C10 -0.1405 6.2068 -1.9995
C11 1.2825 6.5258 -1.5388
I1 -1.4800 7.8863 -1.7070
H1 -3.6152 5.1475 3.8353
H2 -3.6140 5.3427 2.1051
H3 -3.2038 3.7654 2.7598
H4 -1.5763 6.2177 2.6844
H5 -1.0624 3.3292 2.5076
H6 0.2439 4.4935 2.8118
H7 -2.0472 4.3269 0.4249
H8 -0.2615 5.9438 0.6946
H9 -0.1173 2.2670 -0.0691
H10 0.7951 2.8349 1.3053
H11 1.6330 3.4378 -1.5783
H12 2.3075 4.1560 -0.0909
H13 3.7475 2.4518 -0.3744
H14 2.6118 1.6676 0.6827
H15 2.7716 1.4330 -2.4019
H16 3.4185 0.2758 -1.2329
H17 -2.7488 2.2967 -3.1637
H18 -1.8255 4.9544 -1.6845
H19 -0.3731 4.0790 -2.0760
H20 -0.0884 6.1031 -3.0821
H21 1.4699 6.3233 -0.4863
H22 1.4972 7.5747 -1.7369
H23 1.9868 5.9143 -2.1083
C12 1.9309 -6.4052 -0.2323
N4 1.6459 -5.5730 0.9153
C13 2.4115 -6.0326 2.0686
P2 0.1060 -4.9458 1.3174
O2 0.5094 -3.7044 2.0653
N5 -0.6152 -4.1591 -0.0606
C14 0.2489 -3.6487 -1.1140
C15 -1.5733 -3.1315 0.3358
N6 -0.7738 -6.4541 0.9951
C16 -1.6094 -6.6420 -0.1813
C17 -1.5111 -6.9167 2.1897
H24 1.6055 -7.4473 -0.0996
H25 3.0083 -6.4124 -0.4114
H26 1.4777 -6.0247 -1.1441
H27 2.0549 -7.0090 2.4303
H28 2.3347 -5.3194 2.8900
H29 3.4703 -6.1197 1.8201
H30 1.1087 -3.0941 -0.7189
H31 -0.3040 -2.9799 -1.7762
H32 0.6105 -4.4507 -1.7593
H33 -1.0798 -2.2008 0.6370
H34 -2.1817 -3.4724 1.1778
H35 -2.2523 -2.9160 -0.4931
H36 -2.4950 -6.0010 -0.1938
H37 -1.9423 -7.6844 -0.1966
H38 -1.0478 -6.4840 -1.0983
H39 -2.3783 -6.2837 2.4095
H40 -0.8542 -6.9022 3.0649
H41 -1.8522 -7.9447 2.0619

Force components x, y, z for each atom (eV/Å):
-0.2 1.2 -0.5
0.1 -0.7 0.2
0.0 0.2 -0.1
-0.4 -0.8 0.7
0.2 0.5 -0.2
0.0 -0.8 0.5
0.2 0.7 -0.3
-0.1 0.4 0.2
-0.4 -0.5 0.4
0.9 0.3 -0.5
-0.2 0.0 0.2
-0.2 0.1 -0.1
0.5 0.0 -0.3
-0.3 0.0 0.3
-0.1 0.8 -0.1
0.4 -0.7 -0.2
-0.1 0.1 -0.1
0.1 -0.1 0.1
0.0 -0.3 0.1
-0.2 -0.2 0.0
0.2 -0.1 0.2
0.0 0.0 -0.1
0.1 0.0 0.2
0.0 -0.1 -0.1
0.1 0.1 -0.1
0.0 0.1 -0.3
0.0 0.1 -0.1
-0.1 0.0 0.0
-0.1 0.2 0.1
0.0 0.1 -0.2
0.0 -0.1 0.0
-0.1 -0.2 -0.1
0.0 0.0 0.0
-0.2 -0.2 -0.2
-0.1 -0.2 0.2
0.0 -0.2 0.0
0.2 0.0 0.2
-0.3 0.4 0.0
-0.1 0.1 0.0
0.2 -0.1 0.0
0.0 0.0 0.0
-0.4 -0.4 -0.2
0.3 0.3 0.1
-0.1 0.3 0.4
2.0 1.6 -5.6
-1.4 -1.8 2.6
0.1 -0.3 -0.6
0.4 -0.1 0.0
-0.1 -0.1 0.2
-0.8 0.3 2.9
-0.1 0.3 -0.4
0.4 -0.1 0.2
0.0 0.0 0.0
0.0 0.1 0.1
-0.1 0.0 0.1
0.1 -0.1 -0.1
-0.1 0.0 -0.1
0.0 0.0 -0.1
0.0 0.0 -0.1
-0.2 0.0 0.2
0.1 0.0 0.1
0.0 0.0 0.1
0.0 0.0 0.0
0.1 -0.1 -0.1
0.0 0.0 -0.1
0.1 0.0 0.2
0.0 0.2 0.1
-0.1 -0.1 0.0
0.0 0.0 0.0
0.0 0.0 -0.1

The HOMO energy is -7.179 eV. For the LUMO energy, the calculation gives 0.256 eV. Its frontier orbital gap is 7.43 eV. The structure (SMILES) is CNC[PH2](CCCCSc1nnco1)C[C@H](C)I.CN(C)P(=O)(N(C)C)N(C)C. The energy relative to the best compared isomer or geometry (same formula, charge and spin) comes out at 0.0 kcal per mole.

***

Record 2
ORCA calculation (ωB97M-V/def2-TZVPD) on a cluster of 4 separate species, C17H41N6O4 in total at a distorted geometry.

CARTESIAN COORDINATES (ANGSTROEM)
C1 5.2192 1.9162 -2.9574
O1 4.7632 3.3232 -2.7333
C2 3.3120 3.3748 -2.4968
N1 2.8001 4.6396 -3.2152
C3 1.6912 5.2831 -2.3719
N2 1.8738 5.8709 -1.1445
N3 0.2539 5.2148 -2.9281
C4 -0.1311 3.7421 -2.6743
C5 -1.7525 3.4999 -2.5900
C6 -1.9901 1.8746 -2.8853
C7 -2.9712 1.8104 -4.2282
C8 -2.6552 1.0694 -1.6216
H1 6.3998 2.0031 -3.1100
H2 4.7420 1.4341 -3.9118
H3 5.0231 1.2880 -1.9631
H4 2.7574 2.4027 -2.9110
H5 3.0347 3.4487 -1.3448
H6 2.3937 4.3111 -4.1425
H7 1.7487 6.8929 -0.9230
H8 2.0830 5.2190 -0.3321
H9 0.2529 5.3588 -3.9642
H10 0.3944 3.1198 -3.5311
H11 0.3424 3.4954 -1.6067
H12 -2.2602 4.1700 -3.4176
H13 -2.1135 3.7844 -1.4916
H14 -0.9402 1.4094 -3.1522
H15 -3.8896 2.5193 -3.9703
H16 -3.3479 0.6992 -4.4365
H17 -2.3973 2.1603 -5.2127
H18 -1.9691 1.1531 -0.6726
H19 -2.8142 -0.0579 -1.9396
H20 -3.7368 1.4991 -1.3646
C9 -4.1908 -2.3687 -0.8052
O2 -4.3780 -1.2774 -0.2830
N4 -3.8274 -3.5213 -0.1408
C10 -3.6243 -4.7775 -0.8318
C11 -3.6424 -3.4758 1.2947
H21 -4.3044 -2.5148 -1.8917
H22 -4.3203 -5.5194 -0.4297
H23 -2.5959 -5.1112 -0.6649
H24 -3.7964 -4.6693 -1.9062
H25 -4.5767 -3.1534 1.7642
H26 -2.8607 -2.7473 1.5302
H27 -3.3572 -4.4589 1.6791
C12 5.2022 -1.0492 2.0467
O3 4.1127 -1.6075 2.0469
N5 5.4173 0.2843 1.7689
C13 6.7407 0.8719 1.7892
C14 4.2841 1.1262 1.4461
H28 6.1302 -1.5966 2.2788
H29 6.7600 1.6752 2.5314
H30 6.9613 1.2819 0.7993
H31 7.4991 0.1274 2.0463
H32 3.5817 1.1149 2.2849
H33 3.7820 0.7236 0.5613
H34 4.6079 2.1521 1.2507
C15 -2.8061 -3.5868 4.7731
O4 -1.8755 -3.2718 4.0428
N6 -2.9735 -4.8195 5.3684
C16 -4.1051 -5.1156 6.2221
C17 -1.9865 -5.8528 5.1333
H35 -3.6125 -2.8765 5.0180
H36 -3.7372 -5.3914 7.2146
H37 -4.6634 -5.9525 5.7924
H38 -4.7681 -4.2508 6.3126
H39 -1.0099 -5.4967 5.4748
H40 -1.9316 -6.0550 4.0594
H41 -2.2517 -6.7693 5.6675

Force components x, y, z for each atom (eV/Å):
1.2 -0.1 0.7
-2.4 -1.8 0.0
1.1 -0.6 0.4
-4.0 -0.6 2.7
-0.7 -1.0 -3.0
0.5 -1.7 0.2
2.9 0.7 0.0
0.3 -0.5 0.9
0.9 -0.4 0.2
-0.5 0.4 -0.6
0.2 -0.4 0.5
-0.3 0.2 -0.6
-2.8 -0.2 0.3
0.7 1.0 1.9
0.3 1.2 -2.3
1.2 2.2 0.7
0.8 -0.1 -2.3
0.4 0.8 1.6
-0.7 -1.8 -0.6
0.4 1.5 -1.5
0.2 -0.1 1.1
-1.2 0.8 1.9
-1.0 0.1 -2.3
0.9 -1.4 1.8
0.7 -0.5 -2.6
-2.1 0.7 0.6
1.9 -1.6 -0.9
0.8 2.5 0.6
-1.3 -0.5 2.2
-1.4 -0.3 -1.8
0.5 2.4 0.9
2.4 -0.9 -0.6
0.2 -0.6 0.9
0.2 -0.8 -0.1
-0.5 1.2 -1.1
0.0 0.1 0.2
0.0 0.4 0.1
0.0 -0.1 0.0
0.1 -0.1 -0.2
-0.1 -0.2 -0.1
0.0 0.1 0.2
0.2 0.0 0.1
-0.1 -0.2 0.2
0.0 0.2 -0.2
-0.6 0.3 -0.1
0.9 0.8 -0.1
0.0 -1.1 0.2
-0.2 0.1 0.0
-0.1 -0.3 0.1
0.0 0.1 0.0
0.2 0.0 -0.1
0.2 0.1 0.1
-0.2 0.1 0.0
-0.1 0.1 -0.2
-0.1 0.1 0.1
0.1 -0.2 0.1
0.3 -0.7 0.1
-0.6 -0.5 0.5
0.0 1.4 -0.5
0.2 -0.1 -0.1
0.2 0.2 -0.2
0.0 -0.1 0.1
-0.2 0.0 0.0
-0.1 0.1 0.2
0.2 -0.1 -0.1
0.0 -0.2 -0.1
0.2 -0.1 0.1
0.0 0.2 -0.1

The HOMO energy is -10.507 eV. As for the charge: +1. For the LUMO energy, the calculation gives -5.506 eV. Its frontier orbital gap is 5.00 eV.